117
Properties=species:S:1:pos:R:3 method="wB97M-V/def2-TZVPD" largest_force_ev_per_a=0.73 total_charge=+4 lumo_energy_ha="-0.488 / -0.460" s_squared=1.783 spin_multiplicity=2 orbital_gap_ev="3.759 / 4.505"
C -4.6151 -0.6601 1.8792
N 0.9740 2.8941 2.7572
N 3.4196 3.8016 3.9788
H 3.0842 -2.5897 -0.3993
C 2.1080 -4.4605 3.8210
H -2.8652 5.7051 -2.8984
C -0.5679 -0.7541 3.9897
C 3.0880 0.5977 -5.0210
C 3.0442 -5.6054 1.9162
H -5.1336 -0.7996 2.8238
N 0.1759 0.0846 3.2609
N 2.7396 2.6858 4.5499
C -0.5479 3.2468 -2.8399
H 3.2985 -0.3835 -0.1752
C -1.8967 5.2236 -2.9138
C 3.0776 2.5506 5.7994
C 0.6178 3.9985 -3.0195
H -5.2514 2.0219 1.7944
H 2.5918 -2.8902 -4.6323
H 4.1611 0.7234 -4.9758
H 2.7578 1.3327 -3.0307
C -0.3055 3.5590 1.1416
C -3.1537 0.5190 -3.7443
C -3.3314 1.4052 -0.1329
H 0.7054 -2.9078 3.3893
C 1.4421 -3.8386 1.5877
C -1.0210 -5.0676 -0.0654
C 3.4360 0.1630 0.7441
C 0.3102 0.2432 -5.1665
C 1.0467 -2.7866 -1.1018
C 1.1120 -0.0710 -6.2533
C -3.1935 1.4308 1.3885
C -1.9680 -0.4691 -6.0789
H 1.3927 5.9602 -3.3663
C -3.2533 0.0327 2.0069
H -3.3028 2.4228 -0.5272
H -4.1338 2.3632 3.1186
As -0.4380 1.3363 -2.8120
N -2.3034 -0.9271 1.3767
C 2.2996 0.9414 -3.9313
H -2.5296 0.8223 -0.5997
N 0.9325 0.8101 4.1316
H -4.6128 -3.7688 0.1719
H -4.2011 -6.0341 -0.6469
C 2.4901 0.1090 -6.1774
C -0.3158 -0.5781 5.3418
C 2.9516 -5.4314 3.2926
H 0.1385 -3.0068 -4.3599
H -2.2054 1.8340 1.6450
H -0.8199 7.0508 -3.2416
H 1.5869 3.5226 -3.0853
H -0.0129 -5.4547 -0.1296
B 1.8684 1.8906 3.5260
Sn 0.1448 0.2881 1.0177
C 0.6285 0.4238 5.3842
C 0.7153 4.1988 2.9679
H 2.7565 1.7467 6.4381
O -4.2843 -1.9564 1.3466
C 4.1918 1.2351 2.4924
C -2.0740 -5.8974 -0.4132
H 4.0597 -2.6566 -2.6581
H 3.6888 -6.3733 1.5100
H -5.0136 -0.0928 -4.6205
H -0.8616 -2.9237 -2.1138
C -3.5965 -4.1210 0.0940
H 1.0592 0.8777 6.2558
C -4.2359 2.3420 2.0325
C -1.7840 0.5912 -3.9436
H 5.6265 0.4179 1.0352
C 0.2127 -2.8564 -2.2297
C -2.5539 -3.2702 0.4775
H 4.7857 1.7202 3.2474
C 2.1570 -2.8373 -3.6432
P 0.3527 -2.8868 0.5314
C -1.8038 3.8552 -2.7403
H -0.4749 5.6641 1.8326
C -0.7441 5.9777 -3.1254
H -1.8753 -6.9145 -0.7237
N 2.8441 1.2113 2.5381
N 2.3775 0.5411 1.4600
H 0.6746 -0.4403 -7.1717
C 0.9248 0.7908 -4.0318
C -3.3456 -0.5433 -5.8926
C 4.1086 4.3621 4.9302
H 3.1043 -0.1337 -7.0345
H -4.1270 3.3632 1.6678
H 3.5355 -6.0571 3.9543
C 3.9759 3.6273 6.1365
H -5.2910 -0.1737 1.1777
H -2.6987 3.2670 -2.5809
H -2.9797 0.1325 3.0611
C 0.7742 -2.8987 -3.4911
H -0.7621 -1.0950 6.1733
C -0.0959 4.6650 1.9558
H -3.6128 0.8972 -2.8397
N 0.3312 2.4933 1.6317
C 1.3599 -3.6640 2.9743
C 2.3068 -4.8105 1.0582
H 2.0326 -4.3314 4.8920
C 0.5066 5.3677 -3.1833
H 4.4741 3.7926 7.0812
H 2.3776 -4.9749 -0.0083
H -1.5324 -0.8417 -6.9968
C 2.9864 -2.7055 -2.5322
C -1.1652 0.0944 -5.0998
C -2.9804 -1.9779 1.0752
H -4.2841 0.9692 -0.4409
H 1.1110 4.7363 3.8125
H -3.9596 -1.0024 -6.6557
H -1.2539 -1.4219 3.4977
C -3.3665 -5.4092 -0.3595
C 4.6131 0.5727 1.3609
C -3.9401 -0.0443 -4.7404
C 2.4377 -2.6669 -1.2647
C -1.2404 -3.7534 0.3562
H 4.7112 5.2371 4.7392
H -0.8811 3.4752 0.2315

=====

27
Properties=species:S:1:pos:R:3 method="wB97M-V/def2-TZVPD" smiles=Cc1ccc(O)cc1.CCC largest_force_ev_per_a=6.34 lumo_energy_ha=0.023 orbital_gap_ev=8.508
H 0.5809 -3.5467 -0.5589
H 0.2909 -2.5088 2.3176
C -0.6321 1.2385 1.0506
H 0.6845 -1.1602 1.2608
C -0.8446 0.6005 -1.2965
C -1.2915 -2.0500 0.7373
C -1.4335 1.0404 -0.0805
C 1.3762 1.1225 -0.4906
C 2.7112 1.5603 -0.7551
H -1.9585 -2.8205 0.5384
H 3.2800 1.0884 -1.5187
H 3.4519 1.9054 0.0647
C 0.6732 1.3416 0.7683
C 1.1868 -2.9807 0.2228
H 2.5431 2.3858 -1.3479
C 0.5341 0.5760 -1.4372
H 1.1658 0.2653 -2.3164
H 1.9081 -2.3851 -0.2619
H 1.6840 -3.8226 0.6422
C 0.2640 -2.2821 1.2527
H -3.1079 0.6958 -1.0388
H -1.7137 -1.2077 1.3739
H -1.1008 -1.6278 -0.3197
H -1.4906 0.1580 -2.1103
H -0.9843 1.1678 2.0724
H 1.4015 1.7051 1.6432
O -2.7372 1.0884 -0.0339